Record 1
DFT (ωB97M-V with the def2-TZVPD basis set) results for the ion C3H9N5 with charge +2 at a distorted geometry.

Structure (XYZ):
```
17
Properties=species:S:1:pos:R:3:lowdin_charge:R:1
C 0.85879 0.09777 2.67585 0.06
C 0.74868 -0.72129 0.29865 -0.22
C -0.92722 0.57164 -1.04230 -0.34
N 0.77084 0.04900 1.42344 0.16
N -1.88695 0.24006 -1.94225 0.23
N -0.88755 1.77029 -0.46244 0.27
N 1.66316 -1.64372 0.01783 0.31
N -0.22219 -0.51557 -0.70223 0.21
H 1.22438 1.00352 3.20255 0.14
H 0.55313 -0.78137 3.30111 0.16
H -2.63395 0.95005 -1.99423 0.16
H -1.71885 -0.36093 -2.74135 0.15
H -1.41834 2.57263 -0.80527 0.17
H -0.34470 1.91455 0.38620 0.13
H 2.41668 -1.99157 0.56757 0.16
H 1.85281 -1.99699 -0.82568 0.10
H -0.04873 -1.15806 -1.35744 0.12
```

Charge: +2
Maximum force in eV Å⁻¹: 5.8
Orbital gap (spin up / spin down) in eV: 6.6 / 7.1
Multiplicity: 3
Highest occupied orbital energy (spin up / spin down) in eV: -15.284 / -19.588
Total energy in eV: -10685.8034
LUMO energy (spin up / spin down) in Eh: -0.320 / -0.459


Record 2
DFT (ωB97M-V with the def2-TZVPD basis set) results for the molecule C3H9N5O2 at a distorted geometry.

Structure (XYZ):
```
19
Properties=species:S:1:pos:R:3:lowdin_charge:R:1
N -0.54199 -1.78876 0.91160 0.04
N -0.25781 -0.42443 0.76315 -0.18
C -1.41021 0.53613 0.60266 -0.13
C -0.64258 1.74216 0.06440 -0.18
N 0.19755 1.19389 -1.00691 0.07
C 0.65769 -0.10319 -0.36643 -0.48
N 0.66782 -1.08833 -1.31404 0.12
N 2.02689 0.13419 0.30407 -0.32
O 1.96611 0.65516 1.39293 0.08
O 3.03279 -0.14742 -0.31289 0.08
H -1.13281 -1.96457 0.06272 0.09
H -1.00457 -2.09845 1.74517 0.08
H -1.73437 0.54933 1.65970 0.13
H -2.16562 0.17373 -0.05285 0.10
H -1.37723 2.44245 -0.35904 0.13
H -0.04807 2.04873 0.81418 0.06
H -0.40206 1.12142 -1.81603 0.11
H 1.24701 -0.93474 -2.10273 0.09
H 0.92146 -2.04731 -0.98964 0.12
```

Maximum force in eV Å⁻¹: 4.2
Orbital gap in eV: 9.9
Multiplicity: 1
Highest occupied orbital energy in eV: -9.150
Total energy in eV: -14797.9214
LUMO energy in Eh: 0.028


Record 3
DFT (ωB97M-V with the def2-TZVPD basis set) results for a structure of composition C3H9NO at a distorted geometry.

Structure (XYZ):
```
14
Properties=species:S:1:pos:R:3:lowdin_charge:R:1
C 0.09613 -0.52777 -0.34137 -0.43
N 0.19592 0.95112 -0.12358 -0.18
C -0.76979 0.92521 1.76440 -0.39
O 0.27507 0.71373 2.65093 -0.28
C 0.40375 -0.97493 -1.77951 -0.16
H 0.73115 -1.10541 0.35781 0.08
H -0.88873 -0.88497 -0.06599 0.06
H 0.85131 1.37935 -0.80297 -0.02
H -1.24615 1.91354 1.70267 0.03
H -1.49388 0.09168 1.69975 0.03
H 0.50373 0.84010 1.41013 0.10
H 0.42056 -2.07075 -1.85281 0.04
H -0.42491 -0.63840 -2.40916 0.05
H 1.34585 -0.61249 -2.21033 0.05
```

Charge: -1
Maximum force in eV Å⁻¹: 4.8
Orbital gap (spin up / spin down) in eV: 4.7 / 7.1
Multiplicity: 2
Highest occupied orbital energy (spin up / spin down) in eV: -0.326 / -2.789
Total energy in eV: -6789.4016
LUMO energy (spin up / spin down) in Eh: 0.160 / 0.159


Record 4
DFT (ωB97M-V with the def2-TZVPD basis set) results for a cluster of 2 separate species, C3H9NO in total at a distorted geometry.

Structure (XYZ):
```
14
Properties=species:S:1:pos:R:3:lowdin_charge:R:1
C 1.11226 -2.34931 1.18206 -0.59
O 0.75094 -0.98671 1.35779 -0.23
H 2.10554 -2.46234 0.73939 0.01
H 1.01300 -2.96441 2.07744 0.03
H 0.42927 -2.80129 0.45377 0.03
C -0.86968 1.82366 -1.22130 -0.36
C -1.60793 2.01821 -0.11791 -0.08
N 0.26234 1.00220 -1.38688 0.00
H -1.43093 2.00446 -2.13644 0.08
H -2.51712 2.57307 -0.32364 0.02
H -1.39459 1.77313 0.91014 0.03
H 0.35764 0.67022 -2.32708 0.03
H 1.58853 -0.53494 1.52112 -0.01
H 0.20074 0.23404 -0.72847 0.04
```

Charge: -1
Maximum force in eV Å⁻¹: 2.1
Orbital gap (spin up / spin down) in eV: 2.7 / 9.1
Multiplicity: 2
Highest occupied orbital energy (spin up / spin down) in eV: 1.251 / -5.248
Total energy in eV: -6791.8236
LUMO energy (spin up / spin down) in Eh: 0.145 / 0.140


Record 5
DFT (ωB97M-V with the def2-TZVPD basis set) results for a cluster of 2 separate species, C3H9NO in total at a distorted geometry.

Structure (XYZ):
```
14
Properties=species:S:1:pos:R:3:lowdin_charge:R:1
C 0.08431 -1.76491 -0.26417 0.03
C 1.31746 -1.47376 0.21470 -0.27
O 2.20506 -0.47806 -0.15518 -0.08
H -0.55199 -2.47543 0.17990 0.04
H -0.34635 -1.13345 -0.98147 0.03
H 1.68499 -1.92800 1.09464 0.09
H 2.94959 -0.92910 -0.72662 0.16
C -0.66520 1.53068 -0.32236 -0.20
N -1.46899 1.38356 0.91889 -0.05
H -1.05887 1.17435 -1.33005 0.08
H 0.32100 1.09184 -0.15168 0.04
H -0.46292 2.57604 -0.46097 0.05
H -2.22276 2.00558 0.91684 0.02
H -1.78534 0.42065 1.06754 0.05
```

Maximum force in eV Å⁻¹: 3.1
Orbital gap in eV: 9.9
Multiplicity: 1
Highest occupied orbital energy in eV: -9.069
Total energy in eV: -6792.6501
LUMO energy in Eh: 0.030


Record 6
DFT (ωB97M-V with the def2-TZVPD basis set) results for a cluster of 2 separate species, C3H9NO in total at a distorted geometry.

Structure (XYZ):
```
14
Properties=species:S:1:pos:R:3:lowdin_charge:R:1
C 0.47269 0.88313 -1.53954 -0.07
C 1.57131 0.53089 -0.58597 -0.34
O 1.80396 1.13496 0.43560 0.02
H -0.31029 1.44862 -1.04920 0.07
H 0.08888 -0.03572 -1.97938 0.07
H 0.91231 1.45638 -2.36650 0.08
H 2.06440 -0.45462 -0.67605 0.11
C -1.98634 -1.67703 0.70601 -0.18
N -1.20785 -0.44080 0.89058 -0.06
H -2.46819 -2.00138 1.62869 0.06
H -1.34925 -2.43996 0.27209 0.07
H -2.78426 -1.48560 -0.01560 0.06
H -1.60617 0.12660 1.62758 0.06
H -0.26719 -0.66790 1.19987 0.05
```

Maximum force in eV Å⁻¹: 1.8
Orbital gap in eV: 10.4
Multiplicity: 1
Highest occupied orbital energy in eV: -9.401
Total energy in eV: -6793.6921
LUMO energy in Eh: 0.037


Record 7
DFT (ωB97M-V with the def2-TZVPD basis set) results for the molecule C3H9NO at a distorted geometry.

Structure (XYZ):
```
14
Properties=species:S:1:pos:R:3:lowdin_charge:R:1
C -1.13690 0.93063 -0.31752 -0.05
C -0.52505 -0.24357 0.44280 -0.49
O -0.80470 -1.41334 -0.31237 -0.07
C 0.90184 -0.16164 0.62855 -0.29
N 1.62342 0.00377 -0.62944 -0.01
H -2.21000 0.84514 -0.53338 0.08
H -1.08095 1.80820 0.30742 0.07
H -0.58213 1.06151 -1.20464 0.06
H -0.98863 -0.30918 1.40070 0.13
H -1.77460 -1.50883 -0.58303 0.13
H 1.17263 0.72516 1.26270 0.14
H 1.18659 -1.04797 1.24035 0.12
H 2.62673 0.20243 -0.47029 0.07
H 1.59177 -0.89231 -1.23185 0.11
```

Maximum force in eV Å⁻¹: 3.7
Orbital gap in eV: 10.2
Multiplicity: 1
Highest occupied orbital energy in eV: -9.234
Total energy in eV: -6793.9945
LUMO energy in Eh: 0.035


Record 8
DFT (ωB97M-V with the def2-TZVPD basis set) results for a cluster of 2 separate species, C3H9NO in total at a distorted geometry.

Structure (XYZ):
```
14
Properties=species:S:1:pos:R:3:lowdin_charge:R:1
C 0.04596 -1.38256 -1.89065 -0.36
O -0.82614 -0.62583 -1.16849 -0.38
H 1.12191 -1.20503 -1.73053 0.05
H -0.27108 -2.46485 -1.85792 0.06
H -0.19574 -1.35081 -3.00113 0.05
C 0.23797 1.10771 1.54840 -0.17
C 0.40829 -0.21093 1.85392 0.05
N -0.40969 1.48370 0.29201 0.09
H 0.74328 1.91087 2.08101 0.10
H -0.02689 -0.66886 2.74226 0.07
H 1.01210 -0.91425 1.29189 0.07
H 0.05316 2.19509 -0.26761 0.14
H -0.48968 0.47112 -0.29348 0.07
H -1.40346 1.65465 0.40031 0.15
```

Maximum force in eV Å⁻¹: 2.7
Orbital gap in eV: 6.3
Multiplicity: 1
Highest occupied orbital energy in eV: -7.102
Total energy in eV: -6789.1452
LUMO energy in Eh: -0.028